Record 1
C26H29BrIrN8 as an isolated structure in a non-equilibrium geometry, computed with ωB97M-V/def2-TZVPD.

Calculated values
<S²>	0.7598
HOMO (alpha / beta)	-20.313 / -20.308	eV
energy	-112195.479	eV
gap between HOMO and LUMO (alpha / beta)	6.4 / 6.3	eV
charge	+4
ΔE to the lowest compared entry with this formula, charge and spin	121.0	kcal per mole
spin multiplicity	2
E_LUMO (alpha / beta)	-13.9 / -14.1	eV

Each line ends with the Mulliken spin population.
Atoms and positions in Å:
Ir -0.01398 0.12256 0.21448  0.58
C -3.16497 -1.42811 -2.73790  0.02
C -2.43577 -2.15614 -3.66572  -0.01
C -1.06693 -2.29483 -3.48777  0.01
C -0.46021 -1.73099 -2.37564  0.02
N -1.17333 -1.00831 -1.50394  0.19
C -2.48671 -0.85420 -1.67681  -0.01
C 0.93621 -1.95647 -2.01294  0.01
C 1.80960 -2.73361 -2.76190  0.01
C 3.07116 -2.99971 -2.25753  -0.01
C 3.41292 -2.53261 -0.99752  0.00
C 2.49585 -1.76562 -0.29657  -0.02
N 1.31660 -1.43698 -0.83773  0.11
C 2.65396 -1.38988 1.10726  0.02
C 3.74447 -1.77345 1.87571  0.00
C 3.73271 -1.55483 3.24584  0.00
C 2.61433 -0.97719 3.82736  0.00
C 1.57780 -0.58828 2.99962  0.00
N 1.60658 -0.75977 1.67124  0.02
H -4.23541 -1.30318 -2.82521  0.00
H -2.92705 -2.61267 -4.51565  0.00
H -0.48997 -2.85587 -4.20831  0.00
H -3.01647 -0.25376 -0.95172  0.01
H 1.51352 -3.13778 -3.71843  0.00
H 3.76643 -3.60792 -2.82244  0.00
H 4.37196 -2.78948 -0.57298  0.00
H 4.59429 -2.26207 1.42208  0.00
H 4.57010 -1.86728 3.85730  0.00
H 2.53705 -0.83555 4.89684  0.00
H 0.67839 -0.16941 3.43272  0.00
N 1.91249 1.40453 -0.18577  0.01
C 1.92523 2.88044 -0.09855  0.00
C 1.64146 3.34179 1.30614  -0.01
C 0.17655 3.17036 1.61788  0.01
N -0.17331 1.74465 1.82886  -0.01
H 2.59615 1.03400 0.47148  0.00
H 2.18609 1.11419 -1.12162  0.00
H 1.19130 3.29622 -0.78734  0.00
H 2.90502 3.24992 -0.41463  0.00
H 1.90656 4.39376 1.40745  0.00
H 2.25751 2.79154 2.02714  0.00
H -0.43770 3.57509 0.81336  0.00
H -0.05927 3.73840 2.52191  0.00
H -1.14103 1.69975 2.13669  0.00
H 0.40282 1.39567 2.59074  0.00
Br -0.93157 -2.88187 1.42466  0.00
C -2.25312 -1.58322 1.76333  0.00
C -3.40080 -1.95068 2.44368  0.00
C -4.35681 -0.97963 2.69673  0.00
C -4.15134 0.31534 2.23440  0.00
C -2.99286 0.59446 1.54685  0.00
N -2.03242 -0.32619 1.32413  0.02
H -3.54122 -2.97388 2.76380  0.00
H -5.25305 -1.23041 3.25092  0.00
H -4.87907 1.09726 2.40410  0.00
H -2.82774 1.58818 1.15341  0.00
N -0.87379 2.49334 -3.28309  0.00
C -1.89476 2.95653 -2.49527  0.00
C -1.73116 2.35810 -1.28731  0.00
N -0.61221 1.54801 -1.34138  0.02
C -0.12614 1.64809 -2.57210  -0.01
H -0.71878 2.75340 -4.25078  0.00
H -2.64498 3.64951 -2.83925  0.00
H -2.33787 2.47303 -0.41079  0.00
H 0.73663 1.13363 -2.96351  0.00

Force components x, y, z for each atom (eV/Å):
2.532 3.752 0.759
0.152 -0.031 0.021
-0.055 0.047 -0.041
-0.009 -0.022 -0.055
-0.328 -0.050 -0.207
-0.005 -0.216 0.520
-0.141 0.104 0.040
0.402 -0.063 -0.151
0.016 0.043 0.041
0.026 -0.033 -0.055
-0.030 0.013 -0.059
0.164 -0.021 -0.083
-1.094 0.461 -0.140
0.235 -0.030 0.408
-0.007 0.085 0.037
0.048 -0.066 0.066
-0.034 0.068 -0.097
0.055 -0.096 0.123
-1.712 0.177 -0.125
-0.003 0.018 -0.008
0.024 -0.007 -0.010
0.003 -0.049 0.031
0.013 -0.013 0.001
-0.018 -0.035 0.014
0.022 0.030 -0.004
-0.012 -0.006 0.040
-0.007 -0.013 -0.009
0.018 0.011 -0.022
0.001 0.010 0.002
-0.034 -0.102 0.025
-0.965 -1.466 -0.327
0.152 0.495 -0.045
-0.144 -0.093 -0.078
0.105 0.516 0.062
-0.249 -0.883 -1.191
0.085 -0.063 -0.123
0.228 -0.040 0.081
0.034 -0.079 -0.053
0.058 -0.292 -0.085
0.010 0.004 -0.027
0.056 0.118 0.047
-0.041 -0.043 0.031
-0.198 -0.271 0.100
0.092 -0.124 0.189
-0.051 -0.038 0.007
-0.334 -0.053 0.107
0.360 0.008 -0.201
-0.112 0.117 0.017
-0.030 -0.129 0.072
0.066 0.046 -0.022
-0.061 0.118 -0.020
1.183 -1.044 -0.677
0.055 -0.001 0.030
-0.017 -0.015 -0.034
-0.001 0.009 -0.023
-0.018 -0.034 0.056
-0.085 0.050 0.083
-0.041 -0.014 0.071
0.024 0.116 -0.126
-0.689 -0.725 1.212
0.209 -0.202 -0.027
0.074 0.007 0.011
0.054 0.037 -0.066
0.011 0.037 -0.047
-0.041 -0.032 -0.068

***

Record 2
C35H28N7O4S3Zr as an isolated structure in a non-equilibrium geometry, computed with ωB97M-V/def2-TZVPD.

Calculated values
HOMO	-3.562	eV
energy	-89144.536	eV
gap between HOMO and LUMO	5.8	eV
charge	-1
E_LUMO	2.3	eV

Each line ends with the Löwdin charge.
Atoms and positions in Å:
Zr 0.43773 -1.03765 -0.04020  1.65
C 4.26284 1.44225 2.30163  -0.07
O 3.18128 2.25651 1.86063  -0.09
C 3.02960 2.16396 0.48741  -0.19
C 3.35432 3.35051 -0.20003  -0.01
C 3.23976 3.42008 -1.58092  -0.11
C 2.77138 2.30926 -2.26556  -0.05
C 2.40375 1.14821 -1.55668  -0.18
C 1.85239 0.05249 -2.37665  -0.07
N 0.74775 -0.53272 -2.06428  -0.19
N 0.42056 -1.53717 -2.97933  0.08
C 0.08692 -2.60340 -2.30943  -0.43
O 0.05704 -2.79963 -1.08077  -0.18
C -0.34126 -3.83924 -3.08003  -0.10
C -0.63035 -5.08097 -2.48426  -0.01
C -1.02220 -6.18178 -3.25426  -0.08
C -1.13130 -6.06178 -4.63825  -0.11
C -0.84841 -4.84275 -5.25107  -0.10
C -0.45724 -3.74404 -4.47766  -0.04
C 2.52193 0.99768 -0.15135  -0.30
O 2.19972 -0.09440 0.44302  -0.33
H 4.08797 1.19281 3.35252  0.10
H 5.18789 2.02671 2.24664  0.09
H 4.40406 0.50888 1.74971  0.05
H 3.69568 4.20942 0.36626  0.11
H 3.49000 4.33019 -2.11118  0.09
H 2.64129 2.34200 -3.34178  0.11
H 2.40955 -0.21401 -3.29007  0.14
H -0.54493 -5.18101 -1.40447  0.09
H -1.23822 -7.12320 -2.76076  0.10
H -1.43537 -6.91441 -5.23539  0.09
H -0.92927 -4.73424 -6.32717  0.09
H -0.24089 -2.79455 -4.96052  0.10
O 0.85388 -5.21116 0.53665  0.01
C 0.97085 -3.99485 0.64794  -0.54
N 0.05385 -3.03645 0.64365  -0.22
C -1.30390 -3.51452 0.81611  -0.11
C -2.01622 -2.29391 1.29966  -0.25
C -3.37078 -2.29137 1.60786  -0.07
C -3.93990 -1.11048 2.07460  -0.10
C -3.13980 0.01900 2.21560  -0.24
C -1.79745 -0.08192 1.88151  -0.56
N -1.21950 -1.20858 1.42880  -0.16
C 2.27767 -3.35420 0.84204  -0.15
C 3.46060 -4.07196 0.92794  0.00
C 4.63257 -3.35486 1.14287  -0.06
C 4.56617 -1.96752 1.26142  -0.04
C 3.32463 -1.35048 1.15950  -0.16
N 2.17266 -2.01079 0.95191  0.03
H -1.40998 -4.30217 1.57218  0.14
H -1.75338 -3.86123 -0.12099  0.13
H -3.95503 -3.19531 1.48965  0.10
H -4.99334 -1.07611 2.32787  0.11
H -3.54655 0.95410 2.57767  0.08
H -1.12430 0.76310 1.97130  0.04
H 3.44651 -5.15049 0.83638  0.11
H 5.58189 -3.87291 1.22137  0.10
H 5.45809 -1.37764 1.43196  0.10
H 3.21792 -0.27464 1.24666  0.03
S -6.22484 3.67487 0.89780  0.53
C -4.62514 3.18695 0.80086  -1.02
S -4.27140 1.50249 0.41298  1.04
C -2.58690 1.86896 0.55134  -0.89
N -2.28417 3.08905 0.83926  0.04
N -3.42028 3.87307 0.98383  -0.11
C -3.14373 5.24770 1.30095  -0.17
C -4.11853 6.24152 1.45083  -0.04
C -3.77926 7.56804 1.76322  -0.09
C -2.45004 7.93627 1.93145  -0.11
C -1.45789 6.97763 1.78551  -0.09
C -1.80362 5.65695 1.47489  -0.02
S -1.30920 0.76415 0.34227  0.93
H -5.17274 6.04380 1.32760  0.04
H -4.56607 8.30996 1.87143  0.10
H -2.18956 8.96224 2.17217  0.10
H -0.41161 7.24150 1.90990  0.10
H -0.99310 4.93576 1.36990  0.10
H 0.69694 0.71245 -0.76403  -0.02

Force components x, y, z for each atom (eV/Å):
0.871 0.806 1.130
0.569 0.556 0.875
-0.142 -1.187 -0.107
0.271 0.979 -0.091
-0.245 -1.040 -0.203
-0.217 0.059 -0.038
0.245 -0.519 0.650
0.485 -0.015 -1.127
0.477 1.207 -0.062
1.475 -2.008 -1.942
-0.483 -0.888 -0.575
-0.897 -1.501 -5.166
0.089 2.758 -6.421
-0.030 -0.019 -1.454
0.051 0.423 0.184
0.136 0.575 -0.083
0.059 0.103 0.171
0.123 0.305 0.471
-0.126 -0.399 -0.100
0.581 3.563 -1.629
-5.693 7.533 -4.818
-0.050 -0.006 -0.120
0.087 -0.018 -0.063
0.063 0.693 0.179
-0.006 -0.178 0.121
-0.023 0.001 0.021
0.024 -0.111 0.047
-0.621 -0.045 0.278
0.120 -0.060 -0.192
0.025 0.074 -0.048
0.013 0.029 0.014
-0.011 -0.039 0.057
-0.014 -0.145 0.141
-0.351 -1.527 -0.226
-0.632 1.651 1.390
-0.378 -5.609 9.666
0.422 0.876 0.094
-0.111 0.192 0.557
0.340 -0.648 -0.394
0.738 1.473 0.457
-3.008 -1.904 2.342
0.162 1.242 0.733
-0.648 -4.345 1.789
-0.018 0.398 0.186
0.570 0.378 0.140
-0.113 -0.107 -0.203
-0.437 -0.982 -0.242
4.120 -3.227 3.093
2.835 -3.759 0.756
0.242 -0.050 -0.222
-0.036 -0.112 0.020
0.099 0.034 -0.046
0.005 0.098 -0.010
0.255 -0.503 0.544
0.529 -0.417 4.643
-0.161 0.119 -0.061
0.016 -0.026 -0.016
-0.066 0.028 0.097
2.074 -2.294 2.524
0.644 0.137 0.066
0.230 0.460 -0.213
-0.338 1.703 -0.738
0.757 1.250 -1.427
-0.697 0.596 0.125
-0.599 -0.967 0.030
0.247 0.837 0.233
-0.418 0.330 0.016
0.421 -0.574 -0.105
-0.169 0.140 0.022
-0.527 -0.624 -0.174
0.441 -0.209 0.016
-1.403 4.510 -6.554
0.100 -0.370 -0.042
0.065 -0.196 -0.040
-0.037 -0.081 -0.018
-0.144 -0.112 -0.033
-0.396 0.131 -0.006
-1.836 0.574 1.129